1.
DFT (ωB97M-V/def2-TZVPD) results for C29H23F6N5O10PdS5 as an isolated structure.

Results
multiplicity	5
highest occupied orbital energy (alpha / beta)	-8.67 / -8.65	eV
total energy	-4862.9885	hartree
F_max	0.52	eV/Å
energy relative to the best compared isomer or geometry (same formula, charge and spin)	14.4	kcal/mol

Atoms and positions in Å:
Pd1 -0.06120 0.12394 0.66537
O1 -1.44532 3.92588 1.91229
S1 -0.70708 2.69732 2.00665
O2 -1.49365 1.55873 1.40208
O3 0.63075 2.68085 1.45431
C1 -0.63037 2.30000 3.75405
C2 -0.99418 3.33305 4.60317
C3 -0.99952 3.15721 5.98083
C4 -0.64949 1.93726 6.52226
C5 -0.28189 0.89305 5.68560
C6 -0.26812 1.06136 4.30982
S2 0.28571 -0.35602 3.38481
O4 -0.85064 -0.85479 2.55411
O5 0.79820 -1.30047 4.31712
O6 1.25284 0.18250 2.39192
H1 -1.28333 4.27748 4.16632
H2 -1.28368 3.98108 6.62175
H3 -0.65345 1.78763 7.59350
H4 0.01289 -0.06323 6.09229
C7 -0.10289 -4.67291 -0.30688
N1 0.10377 -3.60283 -1.27611
C8 1.04563 -3.64252 -2.27493
C9 1.09586 -2.41864 -2.83808
N2 0.18052 -1.62791 -2.16446
C10 -0.42967 -2.37421 -1.19961
S3 -1.60202 -1.83059 -0.09940
C11 -0.17566 -0.30488 -2.52019
C12 -0.20381 -0.03576 -3.91962
C13 -0.73261 1.17193 -4.36513
C14 -1.26304 2.02591 -3.44804
C15 -1.12046 1.82508 -1.96871
N3 -0.47593 0.53487 -1.58281
H5 -0.33657 -5.59512 -0.83352
H6 -0.92258 -4.39919 0.34899
H7 0.81067 -4.79303 0.27184
H8 1.65552 -4.51382 -2.44560
H9 1.75158 -2.02299 -3.59106
H10 0.11106 -0.80260 -4.61023
H11 -0.79593 1.37973 -5.42427
H12 -1.78261 2.93111 -3.73017
H13 -2.26480 2.25804 -0.35071
F1 3.72793 -0.84089 -1.72931
C16 3.60897 -0.54434 -0.42971
F2 4.79037 -0.19486 0.03932
F3 2.78311 0.50924 -0.33646
S4 2.90744 -1.98505 0.53344
O7 1.47500 -1.71277 0.50967
O8 3.59279 -1.97881 1.77956
N4 3.09004 -3.21470 -0.41078
S5 4.32229 -4.20129 -0.52709
O9 5.59530 -3.58785 -0.31908
O10 4.07452 -5.01420 -1.68467
C17 4.09020 -5.38583 0.86805
F4 4.20072 -4.80322 2.05035
F5 5.00387 -6.34802 0.76773
F6 2.87403 -5.95007 0.78536
C18 -5.18671 -1.20593 -1.30228
C19 -5.00231 -0.40070 -0.18531
C20 -4.08234 0.63210 -0.20369
C21 -3.32765 0.88779 -1.35017
C22 -3.53216 0.09742 -2.47921
C23 -4.44980 -0.94369 -2.44632
N5 -2.39770 1.94583 -1.30657
C24 -0.19155 2.97680 -1.55866
C25 -0.70711 4.19495 -1.13867
C26 0.15768 5.22764 -0.80765
C27 1.52754 5.05611 -0.91406
C28 2.04050 3.84847 -1.36584
C29 1.18251 2.81576 -1.69705
H14 -5.90044 -2.01829 -1.28220
H15 -5.57168 -0.58496 0.71666
H16 -3.91701 1.23306 0.68166
H17 -2.98670 0.28610 -3.39174
H18 -4.59126 -1.54895 -3.33324
H19 -1.77410 4.33613 -1.03965
H20 -0.24815 6.16278 -0.44612
H21 2.19745 5.86057 -0.64063
H22 3.10972 3.70526 -1.44845
H23 1.59014 1.87585 -2.04677

2.
DFT (ωB97M-V/def2-TZVPD) results for C2H4I3N2 as an isolated structure at a distorted geometry.

Results
charge	+1
highest occupied orbital energy (alpha / beta)	-12.88 / -12.90	eV
total energy	-1080.7031	hartree
F_max	5.69	eV/Å
energy relative to the best compared isomer or geometry (same formula, charge and spin)	112.3	kcal/mol

Atoms and positions in Å:
C1 1.52874 -0.94324 0.18847
C2 -1.23257 1.16525 -0.14281
N1 0.74598 -0.92634 1.14607
N2 -0.28712 0.48457 -0.94824
I1 2.30022 0.82220 -0.43611
I2 -0.25546 -2.14951 2.21813
I3 2.21615 -2.65646 -0.47745
H1 -2.08120 1.58067 -0.70068
H2 -0.82021 1.94367 0.52029
H3 -1.41213 0.46328 0.53768
H4 -0.70240 0.21591 -1.90533